1.
# C5H16NO

2 unconnected molecules or ions with the total composition C5H16NO (ωB97M-V with the def2-TZVPD basis set, the Open Molecules 2025 dataset).

Atoms and positions in Å:
C1 -1.65 0.53 0.39
C2 -0.54 0.28 1.41
C3 0.89 0.08 0.84
C4 0.89 -0.76 -0.43
C5 1.75 -0.53 1.95
N1 -1.24 1.31 -0.88
H1 -2.14 -0.40 0.09
H2 -2.45 1.11 0.85
H3 -0.45 1.14 2.07
H4 -0.91 -0.58 1.97
H5 1.30 1.08 0.69
H6 1.25 -0.34 -1.36
H7 1.46 -1.69 -0.30
H8 -0.12 -1.12 -0.67
H9 2.11 0.17 2.72
H10 2.63 -1.04 1.56
H11 1.21 -1.24 2.58
H12 -0.47 1.89 -0.56
H13 -2.05 1.78 -1.22
H14 -0.85 0.63 -1.56
H15 -0.15 -1.46 -3.01
H16 -0.04 -0.27 -3.98
O1 -0.43 -0.54 -3.18

Its maximum force is 0.0485 Eh/bohr. As for the energy above the lowest of the compared OMol25 structures with the same formula, charge and spin: 0.851 eV. As for the net charge: +1.

2.
# C5H16NO

2 unconnected molecules or ions with the total composition C5H16NO (ωB97M-V with the def2-TZVPD basis set, the Open Molecules 2025 dataset).

Atoms and positions in Å:
C1 1.34 -1.47 1.25
C2 0.37 -0.30 1.38
C3 -0.83 -0.29 0.44
C4 -0.42 -0.02 -1.09
C5 0.39 -1.02 -1.79
N1 -0.23 -0.33 2.82
H1 1.10 -2.20 0.47
H2 1.35 -2.18 2.09
H3 2.38 -1.17 1.23
H4 0.99 0.59 1.36
H5 -1.37 -1.23 0.54
H6 -1.48 0.55 0.67
H7 -1.41 0.08 -1.55
H8 -0.01 1.00 -1.06
H9 0.41 -0.65 -2.85
H10 1.46 -1.00 -1.55
H11 0.03 -2.04 -1.88
H12 -0.49 0.60 3.15
H13 0.39 -0.74 3.51
H14 -1.09 -0.90 2.74
H15 -1.31 4.89 -3.02
H16 -0.50 3.90 -3.84
O1 -1.07 3.93 -3.02

Its maximum force is 0.0309 Eh/bohr. As for the energy above the lowest of the compared OMol25 structures with the same formula, charge and spin: 0.826 eV. As for the net charge: +2. As for the spin multiplicity: 2. As for the expectation value of S²: 0.7547.

3.
# C5H16NO2

2 unconnected molecules or ions with the total composition C5H16NO2 (ωB97M-V with the def2-TZVPD basis set, the Open Molecules 2025 dataset).

Atoms and positions in Å:
C1 0.02 1.94 -1.71
C2 0.00 1.21 -0.36
C3 -1.14 0.25 -0.18
C4 -1.05 -0.66 1.04
C5 -1.10 0.13 2.32
O1 0.24 0.68 2.48
N1 1.34 0.53 -0.05
H1 0.38 1.28 -2.52
H2 0.63 2.82 -1.61
H3 -0.99 2.10 -2.08
H4 0.05 1.99 0.39
H5 -1.26 -0.40 -1.06
H6 -2.06 0.82 -0.24
H7 -0.07 -1.16 1.05
H8 -1.81 -1.44 0.96
H9 -1.90 0.88 2.28
H10 -1.24 -0.48 3.21
H11 0.22 1.26 3.26
H12 1.41 0.53 0.97
H13 2.09 1.08 -0.47
H14 1.46 -0.35 -0.55
H15 2.24 -4.04 -2.05
H16 1.15 -4.94 -2.61
O2 1.39 -4.02 -2.50

Its maximum force is 0.0355 Eh/bohr. As for the energy above the lowest of the compared OMol25 structures with the same formula, charge and spin: 0.613 eV. As for the net charge: +1.

4.
# C5H16NO2

3 unconnected molecules or ions with the total composition C5H16NO2 (ωB97M-V with the def2-TZVPD basis set, the Open Molecules 2025 dataset).

Atoms and positions in Å:
C1 1.16 -1.70 -1.39
C2 0.78 -0.59 -0.32
N1 0.59 0.78 -0.95
C3 -0.85 1.24 -0.71
C4 -1.46 0.19 0.20
C5 -0.55 -1.00 0.21
H1 2.11 -1.30 -1.79
H2 0.48 -1.91 -2.22
H3 1.40 -2.63 -0.87
H4 1.66 -0.58 0.31
H5 0.79 0.67 -1.95
H6 1.36 1.38 -0.64
H7 -0.77 2.25 -0.30
H8 -1.30 1.29 -1.69
H9 -1.66 0.61 1.20
H10 -2.44 -0.13 -0.15
H11 -1.03 -1.83 -0.35
H12 -0.46 -1.44 1.27
H13 1.45 4.04 -0.37
H14 2.18 3.27 0.74
O1 1.45 3.20 0.10
H15 -1.21 -2.40 3.75
H16 -2.28 -1.49 2.98
O2 -1.42 -1.92 2.93

Its maximum force is 0.0323 Eh/bohr. As for the energy above the lowest of the compared OMol25 structures with the same formula, charge and spin: 1.789 eV. As for the net charge: +2. As for the spin multiplicity: 2. As for the expectation value of S²: 0.7530.

5.
# C5H16NOSi

2 unconnected molecules or ions with the total composition C5H16NOSi (ωB97M-V with the def2-TZVPD basis set, the Open Molecules 2025 dataset).

Atoms and positions in Å:
C1 -2.55 2.36 -0.45
C2 2.36 0.38 1.28
C3 1.36 -1.73 -1.11
C4 0.58 -2.21 1.81
C5 -1.02 1.27 -1.80
N1 -2.20 1.47 -1.49
O1 -0.48 0.04 0.42
Si1 1.04 -0.77 0.57
H1 -3.48 2.10 0.06
H2 -1.70 2.50 0.28
H3 -2.75 3.45 -0.81
H4 3.06 1.00 0.60
H5 2.03 0.99 2.07
H6 3.09 -0.26 1.75
H7 1.24 -1.02 -1.89
H8 2.29 -2.35 -1.17
H9 0.63 -2.33 -1.00
H10 1.46 -2.43 2.24
H11 -0.10 -1.84 2.51
H12 0.27 -3.15 1.28
H13 -0.15 1.63 -1.27
H14 -0.85 0.43 -2.48
H15 -1.18 -0.51 0.64
H16 -2.94 0.98 -2.04

Its maximum force is 0.1325 Eh/bohr. As for the energy above the lowest of the compared OMol25 structures with the same formula, charge and spin: 0.993 eV. As for the net charge: +1.

6.
# C5H16NS2

2 unconnected molecules or ions with the total composition C5H16NS2 (ωB97M-V with the def2-TZVPD basis set, the Open Molecules 2025 dataset).

Atoms and positions in Å:
C1 0.06 2.75 -0.89
C2 -0.30 1.27 -0.81
S1 -0.34 0.55 -2.47
S2 -0.74 -1.42 -2.00
H1 -0.64 3.30 -1.51
H2 1.06 2.87 -1.29
H3 0.04 3.20 0.10
H4 -1.27 1.10 -0.33
H5 0.48 0.72 -0.27
H6 0.53 -1.87 -1.99
C3 -1.17 -1.16 3.34
C4 0.19 -1.32 2.68
N1 0.76 0.02 2.33
C5 2.16 -0.04 1.79
H7 -1.90 -0.74 2.67
H8 -1.53 -2.13 3.68
H9 -1.09 -0.52 4.22
H10 0.91 -1.77 3.37
H11 0.16 -1.89 1.76
H12 0.73 0.61 3.16
H13 0.17 0.48 1.63
H14 2.79 -0.53 2.52
H15 2.51 0.98 1.60
H16 2.14 -0.61 0.87

Its maximum force is 0.0076 Eh/bohr. As for the energy above the lowest of the compared OMol25 structures with the same formula, charge and spin: 0.794 eV. As for the net charge: +1.

Among the records above, which one has the lowest energy above the lowest of the compared OMol25 structures with the same formula, charge and spin?
number 3

What is the maximum force in the sixth record?
0.0076 Eh/bohr